Entry 1:
The following is a DFT calculation (the ωB97M-V functional and the def2-TZVPD basis) of a single C14H28BN3O4 molecule in a non-equilibrium geometry.

Properties
energy relative to the best compared isomer or geometry (same formula, charge and spin): 20.50 kcal per mole
SMILES: N[C@@]1(C(=O)O)CN(CCN2CCCC2)C[C@@H]1CCCB(O)O
net charge: 0
highest occupied orbital energy: -8.071 eV
gap between HOMO and LUMO: 8.46 eV

Positions of all 50 atoms, in Å:
O: -0.58 1.21 0.12
O: -0.73 1.53 6.62
O: 0.96 2.53 5.18
O: 1.29 2.50 0.13
B: 0.05 1.51 5.47
C: 0.59 1.35 0.38
N: -0.22 -0.47 -3.92
N: 1.66 -1.62 -0.60
N: 2.33 0.76 2.11
C: 0.12 0.21 4.49
C: 0.20 -0.40 -2.48
C: 1.29 -1.43 -2.06
C: -1.16 -1.62 -4.18
C: -0.88 0.73 -4.52
C: -2.60 -1.05 -4.29
C: -2.41 0.46 -4.36
C: -0.70 0.51 3.23
C: 0.53 -1.92 0.32
C: -0.67 -0.58 2.17
C: 2.33 -0.41 -0.11
C: 0.67 -0.98 1.55
C: 1.47 0.25 1.00
H: -1.25 0.74 6.87
H: 0.87 3.36 5.62
H: 0.64 3.12 -0.21
H: 1.81 1.22 2.85
H: 2.90 1.55 1.74
H: -0.26 -0.65 5.01
H: 1.18 0.09 4.27
H: 0.57 0.62 -2.29
H: -0.73 -0.48 -1.86
H: 1.01 -2.40 -2.47
H: 2.23 -1.12 -2.56
H: -1.11 -2.35 -3.37
H: -0.89 -2.12 -5.13
H: -0.52 1.64 -4.08
H: -0.63 0.81 -5.57
H: -3.11 -1.40 -5.19
H: -3.24 -1.36 -3.46
H: -3.01 0.90 -5.18
H: -2.72 0.96 -3.42
H: -0.36 1.47 2.79
H: -1.76 0.66 3.60
H: -0.37 -1.71 -0.23
H: 0.55 -2.98 0.57
H: -1.35 -0.27 1.33
H: -1.14 -1.49 2.62
H: 2.38 0.26 -0.96
H: 3.38 -0.67 0.22
H: 1.35 -1.48 2.24

Atomic charges from the natural (NBO) analysis, expressed in e, are listed below:
1. O -0.603
2. O -0.912
3. O -0.910
4. O -0.692
5. B 1.137
6. C 0.796
7. N -0.450
8. N -0.435
9. N -0.824
10. C -0.776
11. C -0.243
12. C -0.225
13. C -0.229
14. C -0.215
15. C -0.434
16. C -0.426
17. C -0.383
18. C -0.218
19. C -0.421
20. C -0.213
21. C -0.216
22. C -0.014
23. H 0.505
24. H 0.495
25. H 0.495
26. H 0.370
27. H 0.364
28. H 0.211
29. H 0.232
30. H 0.187
31. H 0.175
32. H 0.199
33. H 0.202
34. H 0.198
35. H 0.195
36. H 0.200
37. H 0.186
38. H 0.206
39. H 0.209
40. H 0.209
41. H 0.205
42. H 0.193
43. H 0.208
44. H 0.184
45. H 0.198
46. H 0.244
47. H 0.200
48. H 0.193
49. H 0.215
50. H 0.228


Entry 2:
The following is a DFT calculation (the ωB97M-V functional and the def2-TZVPD basis) of 5 unconnected molecules or ions with the total composition C14H28Br6O2 in a non-equilibrium geometry.

Properties
energy relative to the best compared isomer or geometry (same formula, charge and spin): 0.00 kcal per mole
SMILES: C1CCOC1.C1CCOC1.BrCCBr.BrCCBr.BrCCBr
net charge: 0
highest occupied orbital energy: -9.593 eV
gap between HOMO and LUMO: 10.00 eV

Positions of all 50 atoms, in Å:
Br: 0.19 -1.51 1.06
C: 0.61 0.38 0.67
C: 0.40 1.15 1.91
Br: 1.38 2.85 1.74
H: -0.06 0.67 -0.13
H: 1.64 0.37 0.34
H: 0.78 0.69 2.82
H: -0.63 1.47 2.08
Br: 5.12 -1.08 4.08
C: 5.20 -1.77 2.29
C: 4.24 -1.02 1.39
Br: 4.44 -1.75 -0.41
H: 4.95 -2.83 2.33
H: 6.22 -1.70 1.93
H: 4.52 0.02 1.32
H: 3.22 -1.21 1.70
Br: -1.77 -0.90 8.36
C: -2.40 0.31 6.97
C: -1.82 -0.11 5.66
Br: -2.53 1.01 4.26
H: -2.14 1.32 7.25
H: -3.48 0.20 6.95
H: -2.13 -1.13 5.44
H: -0.73 -0.14 5.61
C: 3.11 0.18 -4.42
C: 1.75 -0.54 -4.41
C: 0.90 0.44 -3.63
O: 1.75 0.97 -2.62
C: 3.11 0.91 -3.06
H: 3.25 0.89 -5.23
H: 3.93 -0.52 -4.52
H: 1.88 -1.44 -3.81
H: 1.35 -0.74 -5.40
H: 0.04 -0.03 -3.15
H: 0.45 1.23 -4.26
H: 3.72 0.34 -2.35
H: 3.48 1.94 -3.13
C: -3.29 -0.31 -1.45
C: -4.28 0.86 -1.25
C: -5.43 0.47 -2.17
O: -4.93 -0.49 -3.09
C: -3.54 -0.66 -2.89
H: -3.45 -1.13 -0.76
H: -2.26 0.02 -1.29
H: -3.80 1.79 -1.54
H: -4.62 0.95 -0.22
H: -5.88 1.33 -2.68
H: -6.25 0.01 -1.60
H: -2.95 -0.05 -3.58
H: -3.28 -1.71 -3.09

Atomic charges from the natural (NBO) analysis, expressed in e, are listed below:
1. Br -0.044
2. C -0.424
3. C -0.433
4. Br -0.032
5. H 0.233
6. H 0.236
7. H 0.227
8. H 0.236
9. Br 0.002
10. C -0.457
11. C -0.442
12. Br -0.018
13. H 0.227
14. H 0.227
15. H 0.231
16. H 0.230
17. Br -0.003
18. C -0.448
19. C -0.454
20. Br -0.005
21. H 0.229
22. H 0.227
23. H 0.228
24. H 0.230
25. C -0.432
26. C -0.432
27. C -0.065
28. O -0.543
29. C -0.075
30. H 0.204
31. H 0.214
32. H 0.208
33. H 0.220
34. H 0.179
35. H 0.162
36. H 0.182
37. H 0.178
38. C -0.427
39. C -0.435
40. C -0.070
41. O -0.530
42. C -0.070
43. H 0.211
44. H 0.206
45. H 0.204
46. H 0.217
47. H 0.175
48. H 0.171
49. H 0.159
50. H 0.189


Entry 3:
The following is a DFT calculation (the ωB97M-V functional and the def2-TZVPD basis) of a molecular structure, C14H28Cl5N6O3P2Rh.

Properties
net charge: +2
highest occupied orbital energy: -14.160 eV
gap between HOMO and LUMO: 6.88 eV

Positions of all 59 atoms, in Å:
Rh: -1.09 0.12 -1.58
Cl: -2.82 -2.09 -1.17
C: -3.77 -0.63 -1.35
C: -3.03 0.52 -1.58
C: -3.71 1.72 -1.70
Cl: -2.82 3.19 -1.95
C: -5.10 1.77 -1.60
Cl: -5.92 3.26 -1.75
C: -5.82 0.59 -1.37
Cl: -7.52 0.64 -1.24
C: -5.15 -0.63 -1.23
Cl: -5.99 -2.08 -0.94
C: 0.79 -0.46 3.82
N: -0.23 0.04 2.90
C: -1.60 0.05 3.42
P: 0.05 0.59 1.41
O: -1.05 0.19 0.45
O: 1.43 -0.14 0.93
P: 1.81 -0.88 -0.45
O: 1.04 -0.35 -1.63
N: 1.40 -2.43 -0.14
C: 1.50 -3.38 -1.26
C: 1.52 -3.09 1.16
N: 3.38 -0.60 -0.66
C: 3.98 0.03 -1.84
C: 4.34 -1.04 0.35
N: 0.30 2.19 1.44
C: 1.04 2.78 2.57
C: 0.43 2.96 0.20
H: 0.74 0.10 4.76
H: 1.78 -0.35 3.41
H: 0.61 -1.52 4.04
H: -1.63 0.58 4.37
H: -1.95 -0.98 3.57
H: -2.28 0.54 2.72
H: 1.40 -2.86 -2.21
H: 0.69 -4.11 -1.18
H: 2.45 -3.91 -1.25
H: 1.42 -2.36 1.96
H: 2.48 -3.60 1.26
H: 0.72 -3.82 1.26
H: 3.20 0.29 -2.55
H: 4.67 -0.66 -2.31
H: 4.52 0.93 -1.55
H: 3.83 -1.53 1.19
H: 4.90 -0.19 0.74
H: 5.05 -1.76 -0.08
H: 0.78 2.27 3.49
H: 0.74 3.82 2.66
H: 2.12 2.73 2.41
H: -0.29 2.63 -0.55
H: 1.44 2.90 -0.21
H: 0.21 4.00 0.42
N: -0.74 1.27 -3.18
N: -1.00 -0.05 -3.56
H: -1.46 1.95 -3.45
H: 0.21 1.59 -3.36
H: -0.17 -0.55 -3.88
H: -1.82 -0.19 -4.14

Atomic charges from the natural (NBO) analysis, expressed in e, are listed below:
1. Rh 0.988
2. Cl 0.064
3. C -0.001
4. C -0.252
5. C -0.008
6. Cl 0.016
7. C -0.114
8. Cl 0.118
9. C -0.074
10. Cl 0.128
11. C -0.117
12. Cl 0.120
13. C -0.408
14. N -0.824
15. C -0.403
16. P 2.550
17. O -1.085
18. O -1.099
19. P 2.546
20. O -1.177
21. N -0.817
22. C -0.413
23. C -0.408
24. N -0.825
25. C -0.395
26. C -0.408
27. N -0.804
28. C -0.410
29. C -0.414
30. H 0.220
31. H 0.218
32. H 0.213
33. H 0.216
34. H 0.215
35. H 0.227
36. H 0.209
37. H 0.222
38. H 0.210
39. H 0.213
40. H 0.204
41. H 0.221
42. H 0.213
43. H 0.214
44. H 0.209
45. H 0.209
46. H 0.218
47. H 0.219
48. H 0.223
49. H 0.228
50. H 0.200
51. H 0.201
52. H 0.194
53. H 0.233
54. N -0.496
55. N -0.495
56. H 0.450
57. H 0.438
58. H 0.439
59. H 0.441


Entry 4:
The following is a DFT calculation (the ωB97M-V functional and the def2-TZVPD basis) of a molecular structure, C14H28CoGeN2O5 in a non-equilibrium geometry.

Properties
spin multiplicity: 4
energy relative to the best compared isomer or geometry (same formula, charge and spin): 0.00 kcal per mole
net charge: 0
highest occupied orbital energy (spin up / spin down): -6.957 / -7.644 eV
gap between HOMO and LUMO (spin up / spin down): 7.06 / 7.74 eV

Positions of all 51 atoms, in Å:
Co: 9.25 6.51 11.05
O: 9.46 6.66 15.08
C: 8.94 6.36 13.99
O: 9.66 6.03 12.90
C: 7.41 6.22 13.82
C: 7.15 5.00 12.96
C: 5.65 4.72 12.98
C: 5.05 5.90 12.14
C: 6.28 6.66 11.73
O: 7.25 5.56 11.49
C: 6.76 7.37 12.99
C: 7.76 8.45 12.51
O: 8.08 9.46 13.20
O: 8.28 8.20 11.32
H: 6.91 6.16 14.80
H: 7.84 4.16 13.12
H: 5.42 3.76 12.54
H: 5.15 4.66 13.96
H: 4.45 5.55 11.32
H: 4.34 6.60 12.62
H: 6.20 7.27 10.80
H: 5.91 7.74 13.62
N: 10.58 9.46 13.96
C: 11.59 8.63 13.21
C: 11.37 8.85 11.72
N: 11.32 7.50 11.00
H: 10.45 9.07 14.89
H: 9.55 9.57 13.47
H: 10.90 10.42 14.07
H: 11.46 7.56 13.52
H: 12.58 8.96 13.58
H: 12.18 9.45 11.31
H: 10.40 9.30 11.52
H: 11.95 6.84 11.39
H: 11.62 7.64 10.02
C: 10.84 6.33 6.57
Ge: 9.14 6.57 7.67
C: 7.60 5.82 6.58
C: 9.06 8.59 7.94
C: 9.41 5.45 9.28
H: 10.72 5.40 6.00
H: 11.68 6.22 7.30
H: 10.99 7.14 5.87
H: 7.25 6.53 5.83
H: 6.77 5.52 7.30
H: 8.02 4.95 6.04
H: 8.63 9.10 7.05
H: 10.12 8.95 7.91
H: 8.48 8.92 8.81
H: 10.46 5.14 9.25
H: 8.76 4.60 9.25

Atomic charges from the natural (NBO) analysis, expressed in e, are listed below:
1. Co 1.456
2. O -0.688
3. C 0.792
4. O -0.894
5. C -0.353
6. C 0.093
7. C -0.438
8. C -0.428
9. C 0.074
10. O -0.565
11. C -0.350
12. C 0.844
13. O -0.724
14. O -0.839
15. H 0.244
16. H 0.242
17. H 0.224
18. H 0.215
19. H 0.221
20. H 0.204
21. H 0.243
22. H 0.246
23. N -0.728
24. C -0.251
25. C -0.257
26. N -0.856
27. H 0.444
28. H 0.479
29. H 0.405
30. H 0.277
31. H 0.205
32. H 0.193
33. H 0.239
34. H 0.379
35. H 0.387
36. C -1.073
37. Ge 1.546
38. C -1.066
39. C -1.092
40. C -1.465
41. H 0.221
42. H 0.211
43. H 0.214
44. H 0.219
45. H 0.227
46. H 0.225
47. H 0.224
48. H 0.213
49. H 0.238
50. H 0.201
51. H 0.223


Entry 5:
The following is a DFT calculation (the ωB97M-V functional and the def2-TZVPD basis) of a molecular structure, C14H28ErNS4Si3 in a non-equilibrium geometry.

Properties
spin multiplicity: 4
net charge: 0
highest occupied orbital energy (spin up / spin down): -7.911 / -7.931 eV
gap between HOMO and LUMO (spin up / spin down): 7.42 / 7.45 eV

Positions of all 51 atoms, in Å:
Er: 0.47 -1.63 1.59
C: -1.54 -2.39 -1.88
Si: -0.75 -0.74 -1.60
C: 0.92 -0.82 -2.44
C: -1.73 0.45 -2.70
C: -0.66 -0.13 0.16
Si: -2.25 0.49 0.82
C: -3.69 -0.66 0.35
C: -2.77 2.30 0.42
C: -2.23 0.39 2.71
Si: 0.64 1.24 0.27
C: 0.65 2.43 -1.16
C: 0.84 2.23 1.87
C: 2.37 0.39 0.20
C: 3.47 1.04 -0.31
C: 4.68 0.34 -0.49
C: 4.67 -1.01 -0.19
C: 3.53 -1.64 0.31
N: 2.34 -0.96 0.42
H: -1.38 -2.57 -2.98
H: -2.62 -2.45 -1.64
H: -1.18 -3.26 -1.34
H: 0.68 -0.98 -3.47
H: 1.57 -1.68 -2.12
H: 1.57 0.02 -2.34
H: -2.01 -0.07 -3.65
H: -1.23 1.37 -3.03
H: -2.71 0.68 -2.21
H: -3.95 -0.61 -0.66
H: -4.50 -0.56 1.04
H: -3.31 -1.65 0.64
H: -2.79 2.47 -0.64
H: -2.05 3.01 0.89
H: -3.74 2.56 0.86
H: -2.28 -0.72 2.92
H: -3.14 0.82 3.12
H: -1.31 0.74 3.21
H: -0.27 3.02 -1.11
H: 0.84 1.96 -2.08
H: 1.45 3.14 -0.91
H: 0.04 2.99 2.04
H: 1.81 2.68 1.89
H: 0.72 1.41 2.66
H: 3.30 2.10 -0.61
H: 5.55 0.77 -0.89
H: 5.57 -1.60 -0.41
H: 3.48 -2.66 0.49
S: 1.70 -1.14 3.95
S: 1.65 -3.23 3.76
S: -0.22 -3.85 3.18
S: -0.16 -4.03 1.09

Atomic charges from the natural (NBO) analysis, expressed in e, are listed below:
1. Er 1.470
2. C -1.149
3. Si 1.764
4. C -1.133
5. C -1.142
6. C -2.060
7. Si 1.734
8. C -1.106
9. C -1.122
10. C -1.127
11. Si 1.746
12. C -1.152
13. C -1.122
14. C -0.153
15. C -0.239
16. C -0.125
17. C -0.251
18. C 0.086
19. N -0.586
20. H 0.237
21. H 0.251
22. H 0.248
23. H 0.238
24. H 0.233
25. H 0.226
26. H 0.237
27. H 0.238
28. H 0.230
29. H 0.230
30. H 0.238
31. H 0.231
32. H 0.231
33. H 0.223
34. H 0.242
35. H 0.223
36. H 0.248
37. H 0.236
38. H 0.254
39. H 0.242
40. H 0.228
41. H 0.246
42. H 0.242
43. H 0.238
44. H 0.233
45. H 0.224
46. H 0.232
47. H 0.214
48. S -0.482
49. S 0.003
50. S 0.016
51. S -0.465


What is the formula in the third record? C14H28Cl5N6O3P2Rh